Below is a gas-phase ion, C4H6BrN4O (charge +1), with properties calculated with ωB97M-V with the def2-TZVPD basis set.

Summary:
SMILES string = Nc1nc(CC(=O)Br)[nH][nH+]1
total charge = +1

Positions of all 16 atoms, in Å:
N (-0.3403, 1.7577, -0.3763)
O (1.0593, -3.0838, 0.6950)
C (-0.0205, 1.3771, 0.8795)
H (-0.7492, -1.9120, -1.6822)
H (-0.0747, 2.0776, 2.7920)
N (0.2773, 2.2408, 1.8619)
C (-0.5243, -1.8290, -0.6185)
N (-0.5398, 0.6241, -1.0841)
C (0.8025, -2.5314, -0.3084)
H (-0.3916, 2.6829, -0.7786)
Br (2.0745, -2.3387, -1.7545)
H (-1.3231, -2.2995, -0.0390)
H (0.9542, 2.9760, 1.7403)
C (-0.3981, -0.3951, -0.2295)
N (-0.0710, 0.0478, 0.9777)
H (-0.7353, 0.6056, -2.0754)

Here are the Löwdin charges for atoms 1 to 8, given in e: number 1, N, carries 0.16; number 2, O, carries 0.11; number 3, C, carries -0.36; number 4, H, carries 0.11; number 5, H, carries 0.13; number 6, N, carries 0.19; number 7, C, carries -0.10; number 8, N, carries 0.16

---

Below is 15 unconnected molecules or ions with the total composition C4H37NO16, with properties calculated with ωB97M-V with the def2-TZVPD basis set.

Positions of all 58 atoms, in Å:
H (-1.0641, -3.5048, 0.1481)
C (1.9941, -0.2940, 0.1966)
H (0.6520, 2.4926, -0.9032)
C (1.7068, 0.6805, -2.0801)
H (1.6547, -2.6162, 1.9945)
O (-2.0537, 0.4611, -1.8979)
H (-3.5713, -2.8669, 2.1186)
H (-1.9754, -1.0928, 2.9473)
H (-1.7793, -2.4533, -3.3496)
H (3.9610, -3.0331, -1.5009)
O (-1.1897, -0.5884, 2.8591)
O (-1.9305, -3.4006, -0.2469)
H (-1.6045, -2.9498, -1.0663)
H (4.1017, -3.0211, 0.0582)
H (0.8883, 1.4627, 0.9415)
H (-3.8669, -0.4222, 1.4544)
H (2.6394, 1.7007, 0.8427)
O (4.1926, -2.4572, -0.8176)
H (-0.3668, 3.6875, 0.5306)
H (-1.2173, 3.3586, 1.7686)
O (-3.9570, 0.5675, 1.4432)
O (0.3336, -1.8584, 1.1348)
H (-1.4623, 0.3690, 2.7820)
C (0.8582, -1.2580, -0.0924)
O (2.2638, -3.3518, 2.0713)
O (3.8476, 3.2457, -0.6088)
H (-2.6210, 2.4822, 3.1729)
H (-1.3013, 0.9472, -2.2217)
H (1.2980, -2.1952, -0.5796)
H (1.2016, 3.9514, -1.0767)
H (-2.7489, -2.2105, 0.9413)
C (1.8577, 0.9463, 1.0967)
O (-1.3803, -2.1231, -2.5274)
H (-2.4659, 1.4587, 1.8875)
H (3.3505, -0.3483, -1.2807)
H (1.8529, 0.5458, 2.1340)
O (-1.9427, 1.9794, 2.5575)
H (-0.1687, -1.2823, 1.7535)
H (1.8177, -4.0207, 2.5861)
H (0.0235, -0.7945, -0.6571)
H (-1.8640, -1.3908, -2.3183)
H (-4.0781, 0.8022, 0.5524)
O (0.5647, 1.0730, -1.9521)
H (3.8396, 2.3796, -0.8250)
O (-2.5842, 2.9073, -0.7546)
N (2.4812, 0.1329, -1.1655)
O (-1.1082, 3.9751, 0.9595)
H (2.2837, 0.7849, -2.9804)
H (-2.0093, 3.4321, -0.0328)
H (2.6841, -0.9649, 0.7473)
O (1.1141, 3.2449, -0.4261)
H (0.7447, -1.8909, -2.6659)
H (3.1036, 3.5384, -0.0879)
O (-3.2079, -1.9528, 1.8296)
H (-3.3549, 3.4599, -0.9304)
H (0.5348, -1.1505, -3.9402)
O (1.2854, -1.4929, -3.4103)
H (-2.2573, 0.9188, -1.1130)

Here are the Löwdin charges for atoms 1 to 8, given in e: number 1, H, carries 0.03; number 2, C, carries -0.30; number 3, H, carries 0.05; number 4, C, carries -0.38; number 5, H, carries -0.02; number 6, O, carries -0.04; number 7, H, carries 0.13; number 8, H, carries 0.00

---

Below is 12 unconnected molecules or ions with the total composition C56H100N4O24, with properties calculated with ωB97M-V with the def2-TZVPD basis set.

Summary:
SMILES string = O=[N+]([O-])c1ccccc1.O=[N+]([O-])c1ccccc1.O=[N+]([O-])c1ccccc1.O=[N+]([O-])c1ccccc1.COCCOC.COCCOC.COCCOC.COCCOC.COCCOC.COCCOC.COCCOC.COCCOC

Positions of all 184 atoms, in Å:
H (-1.5582, -0.1994, -2.5925)
O (-6.1297, -2.5255, -1.4474)
H (-9.1511, -1.7092, -0.2243)
H (-0.8821, 8.4785, 3.4641)
H (-1.5209, -6.6128, -2.3585)
C (-7.1710, -2.6386, -0.5044)
C (5.5017, 3.9605, -1.7462)
C (0.6522, -5.5686, 4.0531)
H (-4.1148, -2.6805, -1.7813)
H (6.3745, 4.3794, -1.2498)
O (4.6105, -3.7902, -3.3643)
H (4.1539, -2.2234, -2.1723)
H (2.2438, -0.8738, 2.6762)
H (5.6672, 3.6600, 1.3038)
H (-9.6528, -4.0253, -1.7087)
C (5.7144, 3.4815, 2.3840)
H (-4.9596, 3.0891, -2.2256)
H (-2.6549, 3.7292, -1.4467)
C (-0.3916, 6.7829, -0.9945)
C (-0.8973, -0.8338, -3.1962)
O (1.6172, -1.0578, -3.2520)
C (-2.6334, -1.8145, -4.3495)
H (5.3122, 4.4108, 2.8034)
C (-0.2653, -5.2197, 3.0657)
C (7.0919, 3.2658, 2.9384)
H (-3.8834, 5.9213, 1.8501)
O (-8.9524, -2.1102, -2.2134)
O (-3.1517, -5.4389, -1.7335)
H (-2.9380, -2.0647, -5.3693)
C (-1.6957, -0.0352, 0.2623)
H (0.4783, 0.4027, -4.1326)
H (1.4171, -1.3919, 0.3136)
C (1.5383, -0.2860, 4.6502)
N (1.6352, -5.1325, 6.2680)
H (-5.7667, -5.8272, 0.6022)
C (-0.9298, 8.0483, -1.1755)
C (-8.3455, -1.7948, -0.9616)
H (-3.4238, -1.1986, -3.9100)
H (-0.3008, 2.7432, -4.4116)
H (-0.5522, 4.5399, 2.2214)
H (1.2686, -6.4479, 3.9310)
O (7.5653, 4.5442, 3.3424)
C (4.9122, -5.1852, -3.3982)
H (-2.9914, -7.4752, 0.9607)
H (-5.4106, 0.3482, -0.1443)
C (-2.8888, 3.3528, -2.4562)
C (3.1553, -1.9974, 4.2264)
C (-1.1071, -3.4088, 4.4185)
C (1.6918, -0.5123, 6.0209)
H (3.0379, 3.1649, 2.0000)
O (-3.9585, 1.4890, -1.2304)
H (2.0542, 1.0334, 0.1322)
C (-3.3598, -7.2197, -0.0368)
H (7.0364, 2.5899, 3.7995)
H (5.5771, -5.4143, -2.5699)
H (-4.1533, 1.7632, -3.1692)
H (0.1808, 2.7536, 0.2024)
H (-7.4003, -3.7080, -0.4353)
H (-9.5183, -3.6570, -3.4157)
C (-0.1861, -3.7281, 5.4116)
H (4.1225, -2.9458, 5.8514)
H (1.1704, -2.9129, -3.7889)
H (-4.6423, -2.5937, -0.0270)
H (7.8001, 2.7852, 2.2551)
H (2.2856, -3.8525, -2.2522)
C (-2.9360, -5.7744, -0.3841)
C (-1.3008, 1.2568, -0.0001)
C (2.6911, -1.3804, 6.4525)
O (-4.7510, -7.5175, -0.2322)
H (-6.0160, 1.1822, -1.6232)
H (2.6807, -2.3894, -4.3765)
H (4.0082, -5.7922, -3.4721)
C (1.6543, -2.0395, -4.2584)
H (-1.9636, -5.5128, 0.0322)
H (-1.8621, -3.8199, 2.4930)
C (-3.3381, 7.9922, 2.3307)
C (-5.1597, 0.7177, -1.1403)
H (4.0677, 2.2335, 0.8930)
C (-4.8455, -2.9697, -1.0321)
H (-0.8961, 4.2436, -3.9615)
C (0.2040, 6.7529, -3.2967)
H (-0.7868, 10.0391, 2.8281)
H (-3.7098, -5.2282, 0.1658)
H (5.3451, -5.3932, -4.3798)
H (-0.2361, 8.4564, -4.4586)
O (2.6506, -5.7097, 5.9675)
H (-2.5848, -2.7744, -3.8255)
H (-0.0172, -3.1625, 6.3151)
H (-4.2503, 8.4831, 1.9892)
C (0.7304, -4.7742, 5.1553)
H (-1.3251, 9.6760, -2.5163)
H (-2.0644, 1.9883, -0.2159)
C (4.2888, 1.9949, -2.1784)
H (-1.9256, 3.0379, -4.9745)
O (-1.8090, 6.1617, 2.1335)
H (2.5972, -3.4262, -0.5757)
H (-6.8149, -2.2976, 0.4748)
O (-0.1954, -3.2302, -0.0312)
H (-2.3341, 4.2165, 2.2413)
O (5.5169, 2.5509, -1.7304)
H (3.2120, 0.1737, -1.9275)
H (-4.9351, -0.2225, -1.6548)
H (-8.0705, -3.9973, -2.3933)
H (1.7495, -4.9666, 0.3468)
O (4.8577, 2.4146, 2.7636)
C (1.0242, 0.7101, 0.1964)
H (-3.1360, 4.2781, -2.9818)
H (5.7397, -0.6839, 0.8967)
N (-1.0590, -2.4250, 0.2162)
C (-0.9540, 8.6650, -2.4137)
H (1.1769, -5.7761, -1.0780)
H (3.1170, 1.4398, 2.1296)
H (4.1630, 2.1507, -3.2574)
C (3.4268, -2.1643, 5.5817)
C (-5.5528, -6.8896, 0.7506)
O (3.2029, -5.2899, -1.1389)
H (-5.1964, -7.0568, 1.7717)
H (3.5008, 2.5688, -1.6745)
C (-1.9559, -5.6193, -2.4805)
H (0.6359, 6.2803, -4.1696)
C (-3.0631, 6.6273, 1.7131)
O (-2.2472, -2.7029, 0.2594)
H (-2.1033, 9.5743, 4.0627)
H (0.9469, 0.5607, 4.3279)
H (-2.9660, 6.9194, 0.6560)
H (0.6395, 0.4844, -2.4164)
H (-6.5452, -7.3500, 0.7483)
H (-0.9742, -1.7875, -2.6542)
H (-3.5243, 7.8491, 3.4031)
H (-0.4898, 6.3394, -0.0123)
H (-1.4693, 4.6959, 0.7264)
H (-8.0455, -0.7488, -1.0581)
H (-0.2981, -5.7010, 2.0958)
H (6.4411, 0.6920, -0.0149)
H (5.1534, -3.5134, -1.4171)
C (0.0260, 1.6881, 0.1030)
C (8.9355, 4.5891, 3.6190)
O (4.5189, 0.2024, -0.4833)
O (0.9827, 4.1159, -2.8431)
N (3.7251, -2.9661, 3.2481)
N (0.7198, 4.7872, -1.8684)
H (5.5391, 4.2198, -2.8151)
O (-1.4122, -1.1165, -4.5103)
C (2.2907, -1.0256, 3.7455)
C (-1.5224, 4.8132, 1.8154)
O (4.7447, -3.5260, 3.5638)
C (-9.0402, -3.4983, -2.4535)
C (-1.1522, -4.1704, 3.2297)
H (-2.7342, -0.3275, 0.2245)
O (-1.7802, 2.6469, -2.9611)
C (-0.3163, 8.0339, -3.4666)
O (1.2940, -4.8231, 7.3858)
C (0.4753, -0.2218, -3.2263)
H (-1.4364, 8.5317, -0.3481)
H (9.3493, 3.9058, 4.3655)
C (0.2331, 6.1368, -2.0538)
C (-4.0933, 2.4217, -2.2932)
H (-4.9103, -4.0592, -1.0648)
H (9.1493, 5.5778, 4.0393)
C (4.3072, -3.2961, -2.0802)
C (-1.5282, 9.3211, 3.1727)
H (4.8121, -0.0888, -2.5424)
C (0.6426, -0.6392, 0.2432)
H (-1.1899, -4.8927, -2.1845)
C (3.0396, -3.8984, -1.4549)
O (-2.2868, 8.8951, 2.0573)
C (-1.2462, 3.2230, -4.1421)
H (9.5142, 4.5977, 2.6879)
C (-0.6951, -0.9996, 0.2587)
H (6.2276, -0.8261, -0.8759)
H (1.2225, 0.0766, 6.7962)
C (4.2465, 0.5107, -1.8207)
H (2.8215, -1.4829, 7.5228)
C (3.7315, 2.3168, 1.9315)
C (2.0550, -5.6803, -0.4244)
O (0.8582, 4.3807, -0.7262)
H (4.6298, 4.5014, -1.3595)
H (-3.0134, -7.9347, -0.7917)
C (5.8073, -0.2035, -0.0757)
H (-1.8747, -2.6735, 4.6154)
H (2.2696, -6.6489, 0.0273)
H (1.1041, -1.8358, -5.1783)
H (-2.1527, -5.4059, -3.5294)
O (3.0704, -3.1786, 2.2463)

Here are the Löwdin charges for atoms 1 to 8, given in e: number 1, H, carries 0.11; number 2, O, carries -0.21; number 3, H, carries 0.12; number 4, H, carries 0.09; number 5, H, carries 0.09; number 6, C, carries -0.22; number 7, C, carries -0.12; number 8, C, carries 0.00

---

Below is a molecular structure, C32H45CdN4O7P2, with properties calculated with ωB97M-V with the def2-TZVPD basis set.

Summary:
total charge = +1

Positions of all 91 atoms, in Å:
H (-3.6763, 4.3398, 2.4256)
H (3.1414, -4.7021, -0.0005)
H (1.1708, 4.3893, -3.8299)
C (-0.3424, -0.6476, 4.3203)
P (-0.0373, 0.8744, -1.7972)
H (0.7524, -1.6052, -4.3083)
H (-2.0633, 5.7057, 3.7337)
C (-0.0427, -1.1748, -4.9135)
H (4.1188, -0.5488, -0.5317)
H (3.1520, -2.7762, -1.5632)
C (1.0200, -1.1142, 4.0839)
C (-2.6367, 4.0494, 2.4921)
C (1.5634, -1.9988, 5.0298)
C (0.2638, -3.7756, -1.6865)
H (-0.0145, 3.4080, -4.7019)
O (2.2405, -2.2306, 0.2177)
H (0.9172, -2.3843, 5.8107)
H (-1.4753, -3.3688, -2.8842)
C (-3.1098, 2.0545, 1.0509)
O (1.4067, 0.1090, 2.0166)
H (-0.8911, -1.8601, -4.9132)
C (0.9768, -4.6528, -2.6980)
H (-3.6279, -1.1167, 0.5243)
H (5.0723, -1.6256, 0.4892)
O (0.5779, 2.1726, -2.4763)
H (1.8784, 0.6466, -0.4236)
H (-1.2882, 3.0984, -2.5581)
C (-0.4248, 4.3786, 3.3326)
H (-0.5879, 5.1301, -1.3432)
O (0.7924, -2.4191, -1.8315)
N (-0.9167, 2.4825, 1.9772)
C (2.8720, -2.4173, 4.9818)
N (-2.9647, 0.7270, 1.1253)
H (4.1470, -3.7860, 1.1308)
C (-4.7658, 0.4559, -0.4139)
P (0.9906, -1.5806, -0.4857)
O (-0.7429, 0.0493, -2.9364)
C (1.8207, -0.6639, 2.9948)
O (-0.9975, 1.1524, -0.7057)
C (-1.2406, -3.7554, -1.8920)
H (2.0418, -4.7268, -2.4759)
H (3.2574, -3.1040, 5.7224)
H (-1.7106, -3.1161, -1.1465)
H (0.9493, 2.8145, 2.7550)
C (3.9101, -3.9329, 0.0773)
H (0.4870, -4.1266, -0.6740)
C (-3.7778, -0.0480, 0.4170)
H (-2.5255, -0.0091, -4.9023)
H (0.3037, 4.9357, 3.9043)
H (0.5500, -5.6548, -2.6760)
C (0.0482, 4.2449, -1.3326)
O (-0.2263, -1.6269, 0.3598)
H (0.8536, -4.2436, -3.7015)
C (3.4339, -2.6224, -0.5200)
C (1.4497, 0.0233, -1.2112)
C (-0.4566, 0.1752, -4.3623)
C (-1.7401, 4.8032, 3.2325)
C (-2.3591, 0.1540, 4.1460)
H (-5.6418, 2.2658, -1.1713)
H (-5.4140, -0.2121, -0.9630)
H (4.7352, -2.1891, 3.9370)
H (-1.5450, 0.8804, -6.0824)
N (-1.2329, -0.2073, 3.4395)
H (2.1616, -0.1171, -2.0234)
C (-2.1878, 2.8903, 1.8699)
H (5.2280, -1.7139, -1.2662)
C (3.1788, -1.0528, 3.0276)
H (-3.2307, 0.5429, 3.6517)
C (4.5236, -1.5565, -0.4494)
H (-2.0197, 1.6488, -4.5524)
H (-0.1538, 3.6718, -0.4275)
C (-4.0625, 2.6451, 0.2308)
H (-4.1271, 3.7227, 0.1647)
C (0.1258, 4.0785, -3.8535)
C (3.6896, -1.9060, 3.9757)
H (4.8033, -4.2642, -0.4521)
H (0.3591, 0.8900, -4.4872)
C (-0.2324, 3.3867, -2.5540)
H (0.3072, -1.0600, -5.9393)
C (-1.7149, 0.7112, -5.0194)
Cd (-0.6269, 0.2460, 1.4170)
H (-1.6425, -4.7643, -1.8029)
H (-0.5038, 4.9567, -3.9912)
H (1.0931, 4.5580, -1.3329)
C (-4.8980, 1.8305, -0.5169)
C (-2.1581, -0.0764, 5.4662)
H (3.8161, -0.6537, 2.2521)
H (-2.7909, 0.0754, 6.3221)
N (-0.8826, -0.5737, 5.5638)
H (-0.4130, -0.8174, 6.4174)
C (-0.0605, 3.2054, 2.6943)

Here are the Löwdin charges for atoms 1 to 8, given in e: number 1, H, carries 0.12; number 2, H, carries 0.08; number 3, H, carries 0.09; number 4, C, carries -0.27; number 5, P, carries 0.48; number 6, H, carries 0.07; number 7, H, carries 0.12; number 8, C, carries -0.03

---

Energy above the lowest of the compared OMol25 structures with the same formula, charge and spin, record by record: 0.000, 4.056, 0.000, 0.000 eV
E_tot, record by record: -82288.9431, -38999.0951, -114771.0837, -77352.6649 eV